Record 1
{"formula": "C28H24Cl2IrN4O2", "method": "ωB97M-V/def2-TZVPD", "orbital_gap_ha": [0.1602, 0.1468], "spin_multiplicity": 6, "s_squared": 8.82, "total_charge": 2, "lumo_energy_ev": [-6.23, -9.89], "e_homo_ev": [-10.59, -13.88], "symbols": ["Ir", "Cl", "C", "C", "C", "N", "C", "O", "C", "C", "C", "C", "C", "N", "C", "C", "C", "Cl", "N", "C", "O", "C", "C", "C", "C", "C", "N", "H", "H", "H", "H", "H", "H", "H", "H", "H", "H", "C", "C", "C", "C", "C", "C", "C", "C", "C", "C", "H", "H", "H", "H", "H", "H", "H", "H", "H", "H", "H", "H", "H", "H"], "positions_angstrom": [[0.17226, 2.44676, -0.87566], [-3.14982, 8.17781, -2.67536], [-2.84190, 6.51506, -2.36528], [-1.87364, 6.21524, -1.38800], [-1.50696, 4.82690, -1.20642], [-0.46536, 4.31264, -0.46323], [0.28258, 5.19836, 0.36030], [-0.02218, 6.33538, 0.69591], [1.49109, 4.51369, 0.81905], [2.56451, 5.09604, 1.48392], [3.68921, 4.33159, 1.67841], [3.67527, 2.94495, 1.41148], [2.50054, 2.34380, 0.88855], [1.50313, 3.16384, 0.51553], [-2.09784, 3.87060, -2.04177], [-3.11458, 4.19555, -3.02162], [-3.54716, 5.51937, -3.13532], [-4.68785, 6.03568, -4.37550], [-1.43236, 2.69060, -1.97261], [-1.77125, 1.54319, -2.71198], [-2.61206, 1.33316, -3.58915], [-0.99056, 0.36576, -2.26105], [-1.29652, -0.93817, -2.67451], [-0.48103, -1.99018, -2.31407], [0.74568, -1.67064, -1.66013], [1.06234, -0.34494, -1.35549], [0.14416, 0.61288, -1.55351], [-1.42629, 7.05040, -0.83620], [2.49847, 6.17409, 1.69076], [4.55432, 4.84389, 2.03831], [4.49943, 2.26961, 1.73497], [2.35133, 1.29062, 0.97915], [-3.47263, 3.42256, -3.75892], [-2.23833, -1.02816, -3.19093], [-0.77703, -3.02873, -2.49470], [1.48636, -2.42133, -1.38734], [1.98730, -0.01001, -0.89609], [-2.38102, -5.60291, 1.69014], [-1.84124, -4.27805, 1.20318], [-2.50915, -3.02754, 1.73698], [-0.28588, -4.33317, 1.41016], [0.36166, -3.62801, 2.40824], [1.78609, -3.72767, 2.55747], [2.56883, -4.53521, 1.76569], [4.06895, -4.70980, 1.95853], [1.88698, -5.20706, 0.79326], [0.49877, -5.11630, 0.55400], [-3.37454, -5.83352, 1.26457], [-2.37139, -5.51198, 2.85201], [-1.71233, -6.45118, 1.46886], [-2.07866, -4.35853, 0.14584], [-2.62092, -2.95965, 2.85971], [-3.43216, -2.71110, 1.29809], [-1.89412, -2.12040, 1.52158], [-0.11138, -3.15255, 3.24812], [2.19962, -3.05454, 3.36833], [4.40111, -5.02571, 2.90540], [4.66315, -3.79983, 1.78053], [4.37842, -5.48473, 1.22913], [2.33771, -5.84983, 0.12401], [0.05888, -5.72859, -0.23529]], "forces_ev_per_angstrom": [[-0.8814, 3.0615, 0.3636], [0.0498, -0.5404, 0.1996], [0.1321, 0.3478, 0.5276], [-0.2200, -1.3238, -0.1720], [-0.3472, 2.9833, -0.1018], [0.6974, 1.6482, 0.5304], [-1.3640, 0.9418, 0.0478], [0.5776, -1.8255, -0.6477], [1.3480, -2.0775, 0.1649], [-1.3201, 0.5747, -1.0548], [0.2102, -1.1856, -0.2519], [-0.4010, -0.5357, 0.4694], [1.5256, 2.6870, 1.4822], [0.2546, -0.2823, 0.7880], [-0.3776, -0.5932, -1.6930], [-0.5744, 0.2383, -0.5619], [0.8000, -0.8240, -0.4724], [0.9074, -0.6987, 1.1472], [-1.5377, -0.3976, -0.9167], [-0.1207, -4.1146, -0.5445], [0.1403, 1.8494, 0.7565], [-1.4791, 0.5607, -1.5262], [-0.0391, -0.0717, 0.5118], [-0.7466, 0.2095, -0.1298], [1.5927, 1.4900, 0.8733], [-0.2626, -2.8798, 0.0577], [1.2723, 1.2664, 0.6636], [-0.1851, -0.7022, -0.2972], [0.1475, -0.6240, 0.0615], [0.5870, -0.1461, 0.3654], [-0.5897, 0.8338, -0.4464], [-0.1788, -0.5001, -0.6601], [0.4007, 0.8650, 1.1999], [-0.0123, -0.3222, -0.2016], [0.2303, 0.4900, -0.1073], [-0.2074, 0.0665, -0.2986], [-0.0193, -0.3957, -0.1094], [-0.0205, -0.7073, 2.8334], [1.3749, 0.2023, -0.5402], [1.2863, 1.7674, 1.6474], [-3.2959, 1.3122, 0.2049], [2.9216, -0.5201, 1.2747], [-3.3779, 3.0976, 2.5115], [2.3839, -0.6040, -0.1465], [-0.6764, -0.2136, -2.2948], [-2.7780, -0.3191, -1.4570], [2.4774, -0.9918, -0.0106], [0.4327, 0.2577, 0.4991], [-0.5292, -0.5626, -1.8808], [-0.2518, 0.2565, -0.1053], [0.6388, 0.4483, -0.5978], [-0.0226, -0.5789, -1.0934], [-0.8406, -0.6844, -0.3375], [0.0231, -0.6938, -0.0289], [-0.6073, 0.4867, -0.3443], [-0.1862, -1.1599, -1.0028], [-0.1512, -0.4948, 1.5495], [-0.4985, 0.0042, -0.2123], [0.1216, 0.5433, 0.4221], [1.5046, -1.2200, -1.0920], [0.0618, 0.3008, 0.1843]]}

Record 2
{"formula": "C28H24Cl3CuF10N5O5S3", "method": "ωB97M-V/def2-TZVPD", "orbital_gap_ha": [0.2935, 0.2552], "spin_multiplicity": 2, "s_squared": 0.75, "total_charge": 0, "lumo_energy_ev": [0.20, -0.78], "e_homo_ev": [-7.79, -7.72], "symbols": ["Cu", "C", "N", "C", "C", "C", "N", "C", "C", "F", "C", "F", "C", "C", "F", "C", "F", "H", "H", "H", "H", "H", "H", "H", "H", "H", "H", "H", "F", "C", "F", "F", "S", "O", "O", "N", "S", "O", "O", "C", "F", "F", "F", "Cl", "C", "C", "C", "C", "C", "C", "N", "C", "C", "N", "C", "O", "C", "C", "C", "Cl", "S", "C", "C", "C", "Cl", "C", "H", "H", "H", "H", "H", "H", "H", "H", "H", "H", "H", "H", "H"], "positions_angstrom": [[1.31551, -1.72709, 0.85205], [3.61183, -3.48219, -0.22972], [2.14502, -3.49064, -0.13700], [1.66183, -4.78931, 0.35784], [1.53147, -3.17914, -1.43681], [0.01860, -3.03387, -1.30070], [-0.27390, -2.31648, -0.04958], [-1.52374, -1.81829, 0.19511], [-1.73438, -0.98281, 1.30476], [-0.66051, -0.61870, 2.03087], [-2.96491, -0.50326, 1.67196], [-3.04442, 0.26835, 2.76453], [-4.10514, -0.78583, 0.94645], [-3.92426, -1.56905, -0.16800], [-4.98218, -1.88947, -0.93995], [-2.68998, -2.05651, -0.54799], [-2.65010, -2.84920, -1.64546], [3.96735, -4.23401, -0.94531], [4.03676, -3.69367, 0.75076], [3.95643, -2.49818, -0.55030], [1.82241, -5.56902, -0.40067], [0.60342, -4.73072, 0.60584], [2.20730, -5.05069, 1.26206], [1.76225, -3.95396, -2.17910], [1.97053, -2.23865, -1.78572], [-0.45546, -4.02178, -1.31153], [-0.33412, -2.51933, -2.19707], [-5.07710, -0.41206, 1.23618], [1.87858, -3.28696, 6.37671], [1.09508, -3.51640, 5.33403], [0.80312, -4.80669, 5.26235], [-0.01799, -2.80740, 5.43570], [1.96661, -3.09781, 3.78608], [0.94725, -3.14245, 2.75089], [3.07412, -4.00532, 3.67678], [2.36221, -1.58473, 4.15650], [3.09186, -0.68526, 3.11673], [3.01776, -1.25745, 1.74090], [2.77106, 0.69405, 3.27489], [4.88250, -0.80593, 3.45134], [5.49804, 0.15185, 2.76427], [5.08032, -0.62998, 4.74549], [5.34062, -1.99011, 3.07910], [0.68319, 7.53030, 2.00070], [0.05602, 6.29651, 0.95359], [0.37917, 6.31168, -0.39303], [-0.11728, 5.30866, -1.20585], [-0.93289, 4.29057, -0.71255], [-1.44983, 3.23857, -1.66332], [-0.30785, 2.50632, -2.36219], [0.51295, 1.79091, -1.38578], [1.53549, 2.31701, -0.62006], [1.95790, 1.31209, 0.18203], [1.20102, 0.17554, -0.06769], [0.34832, 0.50351, -1.01875], [-2.27370, 3.88159, -2.63812], [-3.48057, 3.18503, -2.96195], [-3.27442, 1.92503, -3.75720], [-2.64773, 1.84372, -4.96212], [-1.95203, 3.13355, -5.85655], [-2.58954, 0.24977, -5.57140], [-3.44076, -0.35132, -4.21960], [-3.73984, 0.64082, -3.33988], [-1.25961, 4.33051, 0.63789], [-2.29401, 3.11971, 1.34980], [-0.76216, 5.31682, 1.47969], [1.00774, 7.09676, -0.79287], [0.11811, 5.33136, -2.26583], [-2.01980, 2.49828, -1.10376], [0.31444, 3.21105, -2.90565], [-0.70117, 1.79205, -3.07533], [1.86092, 3.34087, -0.71738], [2.73114, 1.33174, 0.93333], [-0.39272, -0.14533, -1.47131], [-4.09473, 3.89002, -3.51590], [-4.00790, 2.93300, -2.03766], [-3.66380, -1.40508, -4.14048], [-4.27134, 0.47042, -2.41102], [-1.01438, 5.31412, 2.53095]], "forces_ev_per_angstrom": [[-0.3717, -0.0061, -0.5189], [-0.1373, -0.0182, -0.0034], [0.0506, 0.0770, -0.0201], [0.1144, 0.0216, 0.0330], [-0.0355, 0.0440, 0.0712], [-0.0258, 0.0310, 0.4051], [-0.4269, 0.0892, -0.4406], [0.6150, -0.3488, -0.2113], [0.0988, 0.1118, 0.0023], [0.1740, -0.0521, 0.3074], [0.0210, 0.0886, 0.1096], [-0.0388, 0.0645, 0.0327], [-0.1929, 0.1067, 0.0319], [-0.1132, -0.0850, -0.2261], [0.0528, 0.0618, 0.0503], [-0.0663, -0.2095, -0.1054], [-0.0600, -0.0078, -0.0499], [-0.0217, -0.0124, 0.0109], [-0.0323, 0.0150, -0.0073], [-0.0360, -0.0305, 0.0005], [0.0150, 0.0533, 0.0419], [0.0661, 0.0420, -0.0312], [-0.0150, 0.0063, -0.0002], [0.0498, -0.0334, -0.0098], [-0.0340, -0.0322, 0.0114], [0.0324, 0.0467, 0.0237], [-0.0974, 0.1199, -0.0320], [0.0604, -0.0319, -0.0124], [-0.0762, -0.0767, 0.1496], [0.1095, 0.2120, -0.1522], [-0.1775, -0.2547, 0.1874], [-0.0779, -0.0219, 0.1682], [0.2931, 0.5180, -0.4520], [0.2650, 0.0798, 0.1872], [-0.2157, 0.1847, -0.0085], [0.1558, -0.3098, -0.2243], [-0.8402, -0.5387, -0.3960], [0.1638, 0.4770, 0.6810], [0.0826, 0.0040, -0.0189], [-0.1930, -0.0057, -0.0816], [0.2168, -0.0341, -0.0095], [0.2493, 0.0508, 0.1919], [0.2052, -0.0822, 0.0269], [-0.0298, -0.0477, -0.0414], [0.0293, 0.0533, 0.0814], [0.0391, -0.0083, -0.1055], [-0.0392, 0.0674, -0.0755], [-0.0973, 0.1718, -0.0471], [-0.2443, 0.1753, -0.1807], [0.2299, -0.0725, 0.2784], [-0.0236, 0.0601, -0.2246], [-0.1548, 0.0010, -0.2252], [-0.0756, -0.4212, 0.1775], [0.3508, 0.1198, 0.1367], [0.0728, 0.1652, 0.0431], [-0.0020, -0.1830, 0.0540], [0.2894, -0.0572, 0.1890], [-0.1679, 0.0218, 0.2144], [0.0685, 0.0866, -0.0717], [-0.0133, 0.0052, 0.0499], [0.0705, -0.1497, -0.2236], [0.0006, -0.0871, 0.0922], [0.0608, -0.0147, 0.1327], [0.0320, -0.1479, 0.0480], [0.1228, 0.0768, -0.0468], [-0.0811, -0.0683, 0.0680], [-0.0350, -0.0418, 0.0188], [-0.0308, -0.0256, 0.0915], [-0.1726, -0.0587, 0.0429], [0.1062, 0.0304, -0.0549], [-0.0864, -0.1501, -0.0783], [-0.0640, -0.1206, 0.0044], [-0.1126, -0.0503, -0.0755], [0.1304, 0.1190, 0.1268], [0.0551, 0.1429, -0.0715], [-0.0672, 0.0035, 0.0153], [0.0020, 0.0713, 0.0266], [0.0261, 0.0249, -0.0495], [0.0045, -0.0053, -0.0325]]}

Record 3
{"formula": "C28H24GaGeN4O3S2", "method": "ωB97M-V/def2-TZVPD", "orbital_gap_ha": 0.2514, "spin_multiplicity": 1, "total_charge": 3, "lumo_energy_ev": -9.54, "e_homo_ev": -16.38, "symbols": ["Ga", "C", "N", "C", "C", "N", "C", "S", "C", "C", "C", "C", "C", "N", "H", "H", "H", "H", "H", "H", "H", "H", "H", "O", "S", "O", "N", "C", "O", "C", "C", "C", "C", "C", "C", "H", "H", "H", "H", "Ge", "C", "C", "C", "C", "C", "C", "C", "C", "C", "C", "C", "C", "H", "H", "H", "H", "H", "H", "H", "H", "H", "H", "H"], "positions_angstrom": [[-0.57308, 0.48629, 0.71731], [1.58452, 4.49399, 2.70941], [0.24667, 4.34482, 2.11929], [-0.54037, 5.38727, 1.66669], [-1.67050, 4.85692, 1.17467], [-1.58253, 3.47205, 1.34728], [-0.38176, 3.19293, 1.91203], [0.31871, 1.67690, 2.37992], [-2.61449, 2.60171, 0.91625], [-3.91865, 3.05889, 0.92673], [-4.91386, 2.28554, 0.35145], [-4.58486, 1.06565, -0.22490], [-3.28073, 0.64448, -0.14906], [-2.30599, 1.38544, 0.42667], [1.61698, 4.00386, 3.67919], [1.77350, 5.55489, 2.83743], [2.32585, 4.06362, 2.03967], [-0.21723, 6.41224, 1.72650], [-2.50194, 5.32717, 0.68254], [-4.15618, 4.01070, 1.37919], [-5.93666, 2.63935, 0.34850], [-5.32627, 0.45079, -0.71452], [-2.96925, -0.30680, -0.56123], [0.19072, 2.91548, -0.88611], [0.06191, 1.90397, -1.90302], [-1.12207, 1.84932, -2.68762], [0.21330, 0.41522, -1.04773], [1.31019, -0.24993, -1.44044], [1.63955, -1.37432, -0.95288], [2.09306, 0.43119, -2.46348], [3.25382, -0.01497, -3.07498], [3.82342, 0.79457, -4.05110], [3.23971, 2.00655, -4.40804], [2.06552, 2.45813, -3.80000], [1.52992, 1.65209, -2.82503], [3.69955, -0.96031, -2.79596], [4.73102, 0.47793, -4.54622], [3.70151, 2.61279, -5.17575], [1.60981, 3.39492, -4.09040], [0.54760, -2.95671, -0.85414], [-0.86203, -2.37106, 0.39162], [-0.56410, -1.55222, 1.52046], [-1.54479, -1.33263, 2.52359], [-2.81436, -1.86274, 2.38171], [-3.10389, -2.64204, 1.26585], [-2.14364, -2.88460, 0.27847], [1.67475, -4.30789, -0.17406], [2.46771, -5.04450, -1.05866], [3.29057, -6.04519, -0.56984], [3.31710, -6.31694, 0.79250], [2.52232, -5.59447, 1.67477], [1.69873, -4.59097, 1.19458], [0.02133, -2.99899, -2.28336], [0.48647, -1.39882, 1.78899], [-1.28599, -0.76566, 3.41029], [-3.55909, -1.71064, 3.15118], [-4.08713, -3.08632, 1.16675], [-2.41012, -3.51723, -0.56077], [2.44148, -4.85060, -2.12480], [3.90402, -6.61971, -1.25008], [3.95582, -7.10451, 1.16923], [2.54256, -5.82179, 2.73173], [1.07185, -4.04513, 1.89179]], "forces_ev_per_angstrom": [[0.0513, -0.0337, -0.0672], [-0.0324, -0.0020, -0.0050], [-0.0772, 0.0571, -0.0300], [0.0535, -0.0017, 0.0160], [0.0157, -0.0270, -0.0050], [-0.0441, 0.0292, -0.0010], [0.1253, -0.0026, 0.0242], [-0.0353, -0.0341, 0.0439], [-0.0516, -0.0207, -0.0341], [-0.0052, 0.0384, 0.0182], [0.0026, -0.0249, -0.0092], [-0.0048, 0.0098, -0.0041], [0.0030, 0.0024, 0.0206], [0.0062, -0.0449, -0.0178], [0.0052, 0.0079, 0.0042], [0.0165, 0.0001, 0.0015], [-0.0027, -0.0083, 0.0053], [-0.0008, 0.0006, -0.0019], [-0.0076, -0.0128, 0.0107], [0.0029, -0.0073, 0.0014], [0.0008, 0.0052, -0.0026], [0.0005, -0.0040, 0.0048], [-0.0011, -0.0034, -0.0049], [-0.0408, -0.1247, -0.0812], [0.0205, 0.0918, 0.0953], [0.0117, 0.0118, 0.0176], [0.1167, 0.0960, 0.0247], [-0.1068, -0.0261, -0.0006], [0.0213, -0.0667, 0.0285], [-0.0297, -0.0069, 0.0323], [0.0125, -0.0330, 0.0020], [-0.0027, 0.0208, -0.0114], [-0.0118, -0.0293, 0.0276], [0.0152, 0.0297, -0.0331], [-0.0475, 0.0287, -0.0366], [0.0047, 0.0040, -0.0036], [0.0015, -0.0047, 0.0049], [-0.0025, 0.0025, -0.0026], [-0.0008, -0.0013, 0.0026], [-0.0302, 0.0072, -0.0038], [0.0486, 0.0391, 0.0321], [-0.0178, 0.0482, -0.0287], [-0.0218, 0.0365, 0.0261], [0.0267, -0.0137, -0.0380], [0.0040, 0.0069, 0.0015], [-0.0173, -0.0215, -0.0303], [0.0027, -0.0324, 0.0122], [-0.0043, 0.0125, -0.0306], [0.0022, -0.0098, 0.0138], [-0.0087, 0.0128, -0.0079], [0.0171, -0.0178, -0.0098], [-0.0086, 0.0214, 0.0228], [0.0119, 0.0027, 0.0072], [0.0037, -0.0056, 0.0068], [0.0093, -0.0043, -0.0055], [0.0002, 0.0055, 0.0020], [0.0031, -0.0044, 0.0004], [-0.0011, 0.0009, 0.0006], [0.0005, -0.0004, 0.0026], [-0.0002, -0.0007, 0.0002], [0.0014, 0.0005, 0.0005], [-0.0039, 0.0033, 0.0011], [0.0002, -0.0030, -0.0093]]}

Per-record energy above the lowest of the compared OMol25 structures with the same formula, charge and spin, kJ/mol: 0.0; 0.0; 0.0